(1)
{"formula": "C6H11N", "method": "ωB97M-V with the def2-TZVPD basis set", "species": ["C", "C", "C", "C", "C", "C", "N", "H", "H", "H", "H", "H", "H", "H", "H", "H", "H", "H"], "positions_angstrom": [[2.132, 0.136, 0.089], [0.860, -0.716, 0.020], [-0.492, 0.042, 0.113], [-1.666, -0.934, 0.334], [-0.797, 0.894, -1.132], [-0.397, 0.926, 1.294], [-0.254, 1.593, 2.228], [2.209, 0.855, -0.735], [3.010, -0.517, 0.036], [2.195, 0.693, 1.030], [0.891, -1.438, 0.846], [0.860, -1.300, -0.910], [-1.537, -1.531, 1.241], [-2.608, -0.380, 0.425], [-1.760, -1.614, -0.521], [-1.775, 1.376, -1.030], [-0.051, 1.677, -1.295], [-0.832, 0.252, -2.021]], "lumo_energy_ev": 0.80, "spin_multiplicity": 1, "smiles": "CCC(C)(C)C#N", "gap_ev": 12.2, "charge": 0}

(2)
{"formula": "C16H11ClN6O2", "method": "ωB97M-V with the def2-TZVPD basis set", "species": ["C", "C", "N", "C", "N", "C", "C", "N", "C", "O", "N", "C", "N", "C", "C", "C", "C", "C", "Cl", "C", "C", "C", "N", "C", "O", "H", "H", "H", "H", "H", "H", "H", "H", "H", "H", "H"], "positions_angstrom": [[-2.524, -0.581, -2.696], [-1.825, -0.720, -1.291], [-2.589, -0.060, -0.197], [-2.396, -0.482, 1.025], [-3.083, 0.125, 2.058], [-2.771, -0.222, 3.307], [-1.813, -1.236, 3.670], [-1.383, -1.827, 4.745], [-0.523, -2.790, 4.258], [-0.219, -3.825, 4.822], [-0.205, -2.626, 2.942], [-1.131, -1.739, 2.530], [-1.421, -1.467, 1.308], [-0.369, -0.251, -1.296], [-0.068, 1.076, -1.137], [1.295, 1.485, -1.149], [1.634, 2.826, -1.230], [3.036, 3.351, -1.476], [3.400, 4.551, -0.242], [4.097, 2.240, -1.447], [3.740, 0.900, -1.341], [2.359, 0.445, -1.256], [2.072, -0.805, -1.437], [0.756, -1.188, -1.434], [0.598, -2.379, -1.625], [-3.599, -0.854, -2.660], [-2.487, 0.470, -3.048], [-2.051, -1.224, -3.450], [-1.806, -1.815, -1.137], [-3.349, 0.263, 4.100], [0.001, -3.445, 2.391], [-0.853, 1.811, -1.062], [0.800, 3.534, -1.243], [3.067, 3.811, -2.451], [5.090, 2.511, -1.561], [4.519, 0.138, -1.292]], "lumo_energy_ev": -2.71, "spin_multiplicity": 1, "smiles": "C[C@H](/N=C1/N=CC2=NC(=O)NC2=N1)C1=CC2=C[C@@H](Cl)C=CC2=NC1=O", "gap_ev": 6.6, "charge": 0}

(3)
{"formula": "C38H38N6O3Pt", "method": "ωB97M-V with the def2-TZVPD basis set", "species": ["Pt", "C", "O", "C", "N", "C", "C", "C", "C", "C", "C", "C", "C", "C", "C", "C", "C", "N", "C", "N", "C", "C", "O", "C", "C", "C", "C", "C", "C", "H", "H", "H", "H", "H", "H", "H", "H", "H", "H", "H", "H", "H", "H", "H", "H", "H", "H", "H", "C", "N", "C", "C", "C", "N", "C", "O", "N", "H", "H", "H", "H", "H", "H", "H", "C", "C", "C", "C", "C", "C", "C", "C", "C", "C", "H", "H", "H", "H", "H", "H", "H", "H", "H", "H", "H", "H"], "positions_angstrom": [[-0.144, 1.134, 0.351], [4.186, 1.110, 0.918], [3.566, 0.406, 2.024], [2.284, 0.299, 1.662], [1.940, 0.659, 0.490], [3.194, 0.939, -0.239], [3.119, 2.054, -1.250], [2.123, 2.003, -2.225], [2.058, 2.969, -3.214], [2.986, 4.004, -3.245], [3.983, 4.056, -2.287], [4.053, 3.080, -1.297], [1.293, -0.278, 2.559], [1.634, -0.794, 3.797], [0.651, -1.452, 4.510], [-0.614, -1.590, 3.948], [-0.876, -1.022, 2.712], [0.047, -0.328, 2.031], [-2.215, -1.204, 2.114], [-2.663, -0.632, 1.089], [-4.002, -1.167, 0.836], [-4.199, -2.219, 1.953], [-3.000, -2.120, 2.750], [-4.098, -1.695, -0.579], [-3.261, -1.182, -1.567], [-3.359, -1.644, -2.872], [-4.295, -2.614, -3.205], [-5.139, -3.118, -2.226], [-5.040, -2.660, -0.920], [5.158, 0.664, 0.729], [4.289, 2.155, 1.218], [3.428, 0.003, -0.758], [1.393, 1.204, -2.190], [1.279, 2.916, -3.965], [2.930, 4.763, -4.014], [4.713, 4.854, -2.304], [4.848, 3.135, -0.564], [2.650, -0.686, 4.148], [0.865, -1.882, 5.479], [-1.402, -2.129, 4.449], [-4.718, -0.348, 0.948], [-4.267, -3.237, 1.571], [-5.054, -2.013, 2.595], [-2.533, -0.422, -1.300], [-2.699, -1.243, -3.630], [-4.370, -2.972, -4.223], [-5.877, -3.869, -2.479], [-5.711, -3.056, -0.166], [4.576, -4.815, 0.148], [3.259, -4.231, -0.057], [2.157, -5.002, -0.199], [0.932, -4.465, -0.362], [0.860, -3.032, -0.374], [1.925, -2.275, -0.236], [3.155, -2.820, -0.058], [4.171, -2.163, 0.107], [-0.326, -2.427, -0.561], [4.579, -5.831, -0.242], [4.836, -4.827, 1.206], [5.313, -4.214, -0.375], [2.323, -6.072, -0.180], [0.058, -5.084, -0.491], [-1.174, -2.965, -0.562], [-0.413, -1.425, -0.436], [0.154, 4.462, 0.625], [-1.230, 3.991, 0.154], [-2.186, 4.042, 1.352], [-1.169, 2.536, -0.289], [-1.687, 4.876, -1.000], [-0.971, 4.819, -2.198], [-1.330, 5.590, -3.289], [-2.422, 6.447, -3.210], [-3.142, 6.515, -2.029], [-2.777, 5.737, -0.934], [0.500, 3.810, 1.430], [0.108, 5.493, 0.985], [0.883, 4.409, -0.186], [-1.811, 3.367, 2.122], [-3.192, 3.718, 1.077], [-2.246, 5.052, 1.765], [-1.903, 2.347, -1.085], [-0.122, 4.150, -2.266], [-0.758, 5.524, -4.207], [-2.707, 7.052, -4.061], [-3.995, 7.177, -1.953], [-3.359, 5.809, -0.026]], "lumo_energy_ev": -0.10, "spin_multiplicity": 1, "gap_ev": 6.3, "charge": 0}

| no. | electronic energy (Eh) | F_max (hartree/bohr) |
| --- | --- | --- |
| 1 | -289.9708 | 0.0210 |
| 2 | -1555.4384 | 0.0947 |
| 3 | -2144.3969 | 0.0163 |